(1)
DFT (wB97M-V/def2-TZVPD) results for a structure of composition C13H16BaNO5.

As for the multiplicity: 1. As for the LUMO energy: 1.667 eV. The value obtained for the molecular weight is 403.60 g/mol. As for the charge: -1. The calculation puts the relative energy (zero: lowest compared OMol25 entry of this formula, charge and spin) at 0.0000 eV. Its orbital gap is 5.527 eV. The value obtained for the calculated total energy is -961.5147 Ha.

Each line ends with the Mulliken charge.
Atoms and positions in Å:
Ba1 -22.7591 1.8991 6.7862  1.791
C1 -25.9374 2.7846 10.5986  -1.439
C2 -25.4607 2.3517 9.2169  1.630
C3 -25.4517 3.5738 8.2865  -1.368
O1 -24.2562 1.7298 9.2092  -0.957
H1 -25.8941 1.9855 11.3357  0.355
H2 -26.9952 3.1044 10.5440  0.366
H3 -25.4600 3.6999 10.9676  0.326
H4 -26.2723 1.7070 8.7974  -0.669
H5 -25.3723 3.3016 7.2196  0.165
H6 -24.6082 4.2228 8.5494  0.329
H7 -26.3638 4.1903 8.2711  0.378
C4 -18.1625 1.3437 5.6928  -0.893
C5 -19.5279 1.2451 5.7026  0.570
C6 -20.1727 -0.1633 5.8387  0.550
O2 -21.4352 -0.2146 6.0656  -0.888
C7 -19.3979 -1.2495 5.7144  -0.761
C8 -17.9639 -1.1769 5.6769  0.483
C9 -17.3064 0.2022 5.6165  0.477
O3 -16.0988 0.2847 5.5151  -0.663
O4 -17.2603 -2.1606 5.8252  -0.653
O5 -20.3495 2.2363 5.7058  -0.913
H8 -17.7390 2.3400 5.6531  0.393
H9 -19.8812 -2.2177 5.6776  0.382
C10 -29.6373 -0.1613 7.2183  -1.467
C11 -28.1695 0.2511 7.1048  -0.145
C12 -27.5500 -0.1057 5.7592  -0.348
C13 -26.1352 0.2774 5.7075  -0.006
N1 -25.0289 0.5699 5.6688  -0.303
H10 -29.7746 -1.2325 7.0923  0.365
H11 -30.2098 0.3730 6.4523  0.339
H12 -30.0337 0.2109 8.1610  0.372
H13 -27.5727 -0.2571 7.8658  0.372
H14 -28.1118 1.3174 7.3185  0.249
H15 -28.0409 0.4005 4.9249  0.295
H16 -27.5619 -1.1819 5.5723  0.285

Atomic forces in eV per Å
Ba 0.76 -0.95 0.48
C -1.09 0.73 0.17
C -0.02 -0.03 -0.42
C -0.31 0.65 -0.60
O 0.77 -0.01 -0.88
H 0.31 -0.04 -0.03
H 0.07 -0.27 -0.08
H 0.55 -0.34 0.02
H -0.02 -0.14 0.18
H 0.26 -0.26 0.16
H -0.02 0.00 0.01
H 0.04 -0.09 0.41
C -0.39 0.40 -0.25
C -0.53 -0.47 0.68
C -0.39 1.35 -0.19
O -0.77 0.85 0.22
C 0.69 -0.96 -0.53
C -0.64 -0.45 0.56
C -0.38 0.63 -0.04
O 0.91 -0.08 -0.07
O 0.49 -0.43 -0.29
O -0.53 0.03 0.28
H 0.21 -0.05 -0.04
H 0.16 -0.13 0.29
C 0.23 0.69 -0.44
C -0.23 -0.42 0.46
C 0.43 0.22 -0.23
C -0.18 -0.01 -0.02
N 0.00 0.19 -0.04
H -0.14 -0.04 0.16
H -0.04 -0.25 -0.09
H -0.02 -0.40 0.18
H -0.08 0.14 0.12
H 0.29 0.05 -0.19
H -0.11 -0.10 0.02
H -0.26 0.01 0.03

=====

(2)
DFT (wB97M-V/def2-TZVPD) results for an isolated molecule of C13H16BrN3OS.

As for the multiplicity: 1. As for the LUMO energy: 0.488 eV. As for the SMILES: CCc1sc(C(=O)NCc2cc(C)n(C)n2)cc1Br. The value obtained for the molecular weight is 342.26 g/mol. As for the charge: 0. Its orbital gap is 9.261 eV. The value obtained for the calculated total energy is -3716.7001 Ha.

Each line ends with the Mulliken charge.
Atoms and positions in Å:
C1 3.5617 -2.6031 -2.6448  -0.948
C2 4.0454 -1.8876 -1.3804  -0.722
C3 2.9283 -1.1516 -0.7279  0.562
S1 2.5502 0.4799 -1.1481  -0.162
C4 1.2038 0.5045 -0.0597  0.574
C5 0.4496 1.7706 -0.0127  0.406
O1 0.7632 2.7072 -0.7228  -0.708
N1 -0.5686 1.8050 0.8751  -0.134
C6 -1.4582 2.9367 0.9909  -0.766
C7 -2.8582 2.6031 0.5828  0.450
C8 -3.5088 1.3578 0.6076  -0.051
C9 -4.7850 1.6088 0.1450  -0.061
C10 -5.9456 0.7075 -0.0632  -1.408
N2 -4.8374 2.9333 -0.1177  0.840
C11 -5.9496 3.6807 -0.6243  -0.841
N3 -3.6812 3.5399 0.1409  -0.987
C12 1.0552 -0.6897 0.5882  -0.513
C13 2.0369 -1.6198 0.1970  -0.388
Br1 2.1055 -3.3769 0.9074  -0.167
H1 4.3886 -3.1279 -3.1153  0.342
H2 2.7877 -3.3265 -2.3991  0.304
H3 3.1549 -1.8845 -3.3524  0.314
H4 4.4507 -2.6234 -0.6814  0.331
H5 4.8373 -1.1841 -1.6417  0.323
H6 -0.8001 0.9819 1.4049  0.214
H7 -1.0698 3.7266 0.3441  0.367
H8 -1.4515 3.2997 2.0272  0.238
H9 -3.1144 0.4084 0.9087  0.342
H10 -6.7924 1.0205 0.5483  0.322
H11 -5.6768 -0.3093 0.2083  0.321
H12 -6.2609 0.7192 -1.1068  0.314
H13 -5.6392 4.7207 -0.6942  0.301
H14 -6.2390 3.3216 -1.6143  0.301
H15 -6.8077 3.6004 0.0463  0.298
H16 0.2944 -0.9223 1.3119  0.394

Atomic forces in eV per Å
C 0.13 0.03 0.11
C -0.02 -0.09 -0.23
C -0.22 0.22 0.22
S -0.23 -0.46 0.43
C 0.49 -0.29 -0.34
C -0.08 -0.07 0.19
O 0.02 0.15 -0.14
N -0.28 -0.02 0.22
C -0.02 0.38 0.06
C -0.38 -0.03 -0.18
C -0.20 0.08 -0.07
C 0.20 -0.06 0.12
C -0.03 0.08 -0.03
N 0.13 -0.61 0.20
C -0.33 0.20 -0.17
N 0.64 0.64 0.07
C -0.06 0.38 -0.13
C 0.34 -0.19 -0.16
Br -0.01 0.18 -0.08
H 0.06 -0.08 -0.11
H -0.08 -0.05 -0.01
H -0.05 0.02 -0.09
H 0.03 0.14 0.01
H 0.08 -0.05 0.07
H 0.17 0.00 -0.08
H -0.04 -0.08 0.16
H 0.04 0.00 -0.17
H 0.04 -0.24 0.03
H -0.08 -0.06 0.01
H -0.03 -0.04 0.00
H -0.07 -0.07 -0.04
H -0.03 -0.08 0.00
H 0.00 0.04 0.03
H 0.03 0.03 -0.03
H -0.15 0.00 0.12

=====

(3)
DFT (wB97M-V/def2-TZVPD) results for a cluster of 8 separate species, C13H16Cl21IO2 in total.

As for the multiplicity: 1. As for the LUMO energy: 0.195 eV. As for the SMILES: CC[C@H]1CC(=O)O[C@@H]1I.ClC(Cl)Cl.ClC(Cl)Cl.ClC(Cl)Cl.ClC(Cl)Cl.ClC(Cl)Cl.ClC(Cl)Cl.ClC(Cl)Cl. The value obtained for the molecular weight is 1075.69 g/mol. As for the charge: 0. Its orbital gap is 10.054 eV. The value obtained for the calculated total energy is -10617.1405 Ha.

Each line ends with the Mulliken charge.
Atoms and positions in Å:
C1 -2.2908 -4.0367 -0.5541  -0.833
C2 -2.5692 -3.4945 -1.9615  -0.845
C3 -1.2869 -3.0870 -2.6924  -0.026
C4 -0.6737 -1.7495 -2.2156  -0.109
C5 0.8112 -1.9839 -2.2287  0.255
O1 1.6802 -1.3184 -1.7225  -0.541
O2 1.0625 -3.1804 -2.8435  -0.216
C6 -0.0766 -4.0177 -2.5648  -0.503
I1 -0.0739 -5.5946 -4.0040  0.055
H1 -1.4141 -3.5494 -0.1315  -0.030
H2 -2.1438 -5.1199 -0.5431  0.357
H3 -3.1228 -3.8056 0.1208  0.366
H4 -3.1276 -4.2264 -2.5538  0.418
H5 -3.1881 -2.5923 -1.8800  0.348
H6 -1.4711 -2.9950 -3.7680  0.678
H7 -0.9255 -0.9585 -2.9236  0.061
H8 -0.9484 -1.4358 -1.2048  0.290
H9 0.0562 -4.4631 -1.5784  0.316
Cl1 -0.3188 1.3148 0.1304  -0.033
C7 0.0386 2.1290 -1.3996  0.045
Cl2 -1.1259 1.7158 -2.6621  -0.129
Cl3 0.0946 3.8748 -1.1781  -0.119
H10 1.0164 1.7931 -1.7218  0.239
Cl4 -2.5385 -4.3325 3.6808  -0.122
C8 -1.1326 -5.3315 3.3191  -0.137
Cl5 -1.6038 -7.0063 3.0356  -0.130
Cl6 -0.2493 -4.6891 1.9330  0.047
H11 -0.4738 -5.3070 4.1765  0.348
Cl7 0.9752 6.5644 -3.3569  -0.112
C9 0.8140 5.4757 -4.7360  -0.028
Cl8 1.5595 3.9081 -4.4136  -0.094
Cl9 -0.8771 5.2833 -5.1913  -0.113
H12 1.3392 5.9203 -5.5700  0.351
Cl10 4.2346 -3.7045 -1.9333  -0.109
C10 4.0561 -3.0220 -0.3238  0.095
Cl11 2.6898 -3.7495 0.5327  -0.049
Cl12 5.5392 -3.2210 0.6117  -0.146
H13 3.8558 -1.9637 -0.4214  0.161
Cl13 0.6882 4.9752 3.4096  -0.137
C11 -0.8277 4.2316 2.8826  0.639
Cl14 -1.1985 2.8086 3.8468  -0.091
Cl15 -2.1432 5.4044 2.9188  -0.125
H14 -0.6988 3.9134 1.8598  -0.272
Cl16 1.3799 9.0034 4.7583  -0.132
C12 -0.0864 8.5366 3.8977  0.470
Cl17 -1.5013 9.3457 4.5694  -0.129
Cl18 0.0645 8.8595 2.1710  -0.112
H15 -0.2219 7.4701 4.0213  -0.113
Cl19 1.5045 0.6367 4.5507  -0.117
C13 1.3114 -0.4710 3.1926  0.172
Cl20 2.2025 -1.9618 3.4823  -0.116
Cl21 -0.3961 -0.7963 2.8633  -0.111
H16 1.7318 0.0002 2.3133  0.169

Atomic forces in eV per Å
C -0.45 0.25 -0.08
C 0.17 -0.02 0.12
C 0.23 0.17 -0.07
C -0.21 -0.20 -0.05
C 0.55 0.11 0.40
O -0.49 -0.21 -0.70
O 0.02 -0.04 0.63
C 0.02 0.12 -0.62
I -0.04 0.02 0.23
H 0.00 -0.04 0.06
H 0.14 0.15 -0.01
H 0.12 -0.16 -0.10
H 0.07 0.11 0.05
H 0.01 -0.19 -0.14
H -0.12 0.03 0.16
H 0.10 0.07 0.28
H -0.17 -0.03 -0.13
H -0.03 -0.08 -0.13
Cl -0.09 0.00 -0.08
C 0.10 0.02 -0.01
Cl -0.01 0.07 0.12
Cl -0.03 0.03 0.14
H -0.02 -0.02 -0.03
Cl -0.01 0.03 0.00
C 0.00 -0.02 -0.03
Cl 0.00 0.00 0.01
Cl 0.14 -0.07 0.21
H 0.01 0.01 0.01
Cl 0.03 -0.01 -0.03
C -0.03 0.00 0.03
Cl 0.07 0.00 -0.05
Cl -0.01 -0.01 0.01
H 0.00 0.01 -0.02
Cl 0.03 -0.02 0.02
C 0.00 0.00 -0.06
Cl 0.00 -0.08 -0.11
Cl 0.02 0.02 0.05
H -0.07 0.00 -0.06
Cl 0.02 -0.04 0.00
C 0.02 0.00 0.02
Cl -0.07 0.06 -0.01
Cl -0.02 0.04 0.04
H 0.04 -0.04 -0.15
Cl 0.01 -0.01 0.00
C -0.04 -0.05 0.00
Cl -0.01 0.01 0.00
Cl 0.00 0.00 -0.02
H -0.01 0.02 0.01
Cl -0.02 -0.02 -0.02
C 0.07 0.02 0.02
Cl -0.06 -0.01 0.04
Cl 0.05 -0.04 0.06
H -0.03 0.01 -0.02